Computed, not measured: a cluster of 4 separate species, C18H37N2O8S in total, with ωB97M-V/def2-TZVPD.

Results
2S+1 = 1
calculated total energy = -1817.1559 Ha
HOMO level = -11.5 eV
lowest unoccupied orbital energy = -3.811 eV
gap between HOMO and LUMO = 7.701 eV
net charge = +1

Last column: Löwdin charge in e.
Cartesian coordinates (Å):
C -5.21 0.26 0.77  0.221
C -4.92 -0.01 -0.50  -0.064
N -4.67 0.00 -1.97  -0.129
C -5.49 -1.02 -2.72  -0.141
C -6.99 -1.24 -2.16  -0.156
C -7.89 0.11 -2.07  -0.262
N -7.31 1.30 -2.78  -0.039
C -3.18 -0.33 -2.14  -0.149
S -2.18 1.18 -2.70  0.810
O -1.87 2.03 -1.47  -0.375
O -0.91 0.63 -3.35  -0.365
H -5.02 0.36 1.91  0.117
H -4.78 0.96 -2.35  0.151
H -5.46 -0.74 -3.85  0.165
H -4.95 -2.04 -2.62  0.155
H -6.95 -1.82 -1.16  0.125
H -7.51 -1.96 -2.91  0.136
H -8.07 0.35 -0.96  0.114
H -8.91 -0.12 -2.58  0.134
H -8.15 1.88 -3.03  0.095
H -6.85 1.88 -2.04  0.071
H -2.79 -0.65 -1.11  0.160
H -3.00 -1.12 -2.97  0.145
H -2.93 1.88 -3.65  0.104
O -0.70 -1.06 3.31  0.080
C -0.46 0.11 3.10  -0.524
O -1.30 0.84 2.34  -0.023
C -1.22 2.27 2.18  -0.225
C -0.23 2.64 1.09  -0.059
C 0.80 0.74 3.60  0.015
H -1.00 2.76 3.13  0.116
H -2.22 2.60 1.89  0.114
H 0.78 2.31 1.33  0.069
H -0.22 3.72 0.93  0.096
H -0.51 2.15 0.15  0.043
H 1.62 0.52 2.91  0.096
H 1.04 0.32 4.58  0.096
H 0.73 1.82 3.75  0.075
O 3.71 3.54 0.68  0.082
C 4.06 2.74 -0.17  -0.523
O 3.14 1.98 -0.80  -0.013
C 3.42 1.13 -1.93  -0.225
C 3.94 -0.22 -1.48  -0.072
C 5.51 2.51 -0.45  0.010
H 4.10 1.63 -2.63  0.115
H 2.47 1.00 -2.45  0.116
H 4.88 -0.13 -0.93  0.065
H 4.10 -0.87 -2.34  0.087
H 3.22 -0.69 -0.80  0.078
H 5.92 1.82 0.29  0.099
H 6.03 3.47 -0.37  0.095
H 5.72 2.14 -1.45  0.072
O 5.52 -2.84 -0.64  0.090
C 5.24 -3.12 0.51  -0.513
O 4.23 -2.49 1.13  -0.017
C 3.70 -2.88 2.41  -0.225
C 4.51 -2.27 3.54  -0.064
C 6.07 -4.11 1.27  0.010
H 3.62 -3.97 2.49  0.116
H 2.68 -2.49 2.45  0.119
H 5.55 -2.62 3.53  0.069
H 4.07 -2.52 4.51  0.085
H 4.54 -1.18 3.44  0.082
H 6.95 -3.61 1.68  0.101
H 6.40 -4.90 0.58  0.096
H 5.54 -4.61 2.07  0.071



Computed, not measured: an isolated molecule of C3H3N5, with ωB97M-V/def2-TZVPD.

Results
2S+1 = 1
calculated total energy = -389.7626 Ha
HOMO level = -9.3 eV
lowest unoccupied orbital energy = 0.500 eV
SMILES string = c1nc2n[nH]nc2[nH]1
gap between HOMO and LUMO = 9.822 eV

Last column: Löwdin charge in e.
Cartesian coordinates (Å):
C 0.91 -1.35 -1.05  -0.110
C 0.41 -0.24 0.72  -0.297
C -0.48 0.37 -0.33  -0.256
H -0.87 -0.99 -2.13  0.219
H 1.40 -2.16 -1.51  0.095
H -0.97 2.34 2.18  0.215
N -0.14 -0.47 -1.40  0.038
N 1.28 -1.26 0.30  0.097
N 0.35 0.77 1.63  0.053
N -0.74 1.60 1.40  -0.093
N -1.16 1.41 0.18  0.040



Computed, not measured: an isolated molecule of C4H4N2O, with ωB97M-V/def2-TZVPD.

Results
2S+1 = 1
calculated total energy = -339.4204 Ha
HOMO level = -10.3 eV
lowest unoccupied orbital energy = 0.383 eV
SMILES string = C[C@H](C#N)C#[N+][O-]
gap between HOMO and LUMO = 10.671 eV

Last column: Löwdin charge in e.
Cartesian coordinates (Å):
C 1.31 0.06 -0.56  0.070
C -0.84 -1.57 -0.11  -0.190
C -0.15 -0.28 -0.50  -0.280
C -0.85 0.72 0.39  -0.051
N 2.33 0.33 -0.08  -0.134
N -1.59 -2.39 0.16  0.159
O 3.37 0.73 0.27  0.063
H -0.41 -0.35 -1.49  0.100
H -0.82 1.70 0.03  0.072
H -0.46 0.81 1.36  0.074
H -1.89 0.25 0.53  0.117



Computed, not measured: a cluster of 6 separate species, C14H36BN7O14P in total, with ωB97M-V/def2-TZVPD.

Results
2S+1 = 1
calculated total energy = -2357.4369 Ha
HOMO level = -3.6 eV
lowest unoccupied orbital energy = 1.276 eV
gap between HOMO and LUMO = 4.827 eV
net charge = -1

Last column: Löwdin charge in e.
Cartesian coordinates (Å):
C 5.95 2.85 -1.40  -0.068
C 4.79 3.81 -1.53  -0.294
O 3.88 3.36 -2.51  -0.141
C 3.05 4.41 -2.97  -0.197
C 1.66 3.91 -3.36  -0.174
O 1.14 2.88 -2.57  -0.034
C 0.97 3.26 -1.24  -0.366
O -0.09 4.15 -1.01  -0.009
B -0.45 3.93 0.39  -0.781
P 0.89 4.63 1.72  0.718
N 0.76 6.19 2.10  -0.411
O -0.37 2.44 0.55  -0.083
C 0.47 2.01 -0.48  -0.342
N 1.54 1.11 -0.09  0.162
C 1.87 0.19 -0.90  -0.374
C 0.87 -0.72 -1.59  -0.038
C 3.32 -0.10 -1.17  -0.044
H 5.57 1.88 -1.08  0.051
H 6.44 2.72 -2.37  0.076
H 6.66 3.20 -0.66  0.074
H 4.32 3.96 -0.56  0.114
H 5.21 4.77 -1.86  0.114
H 2.93 5.11 -2.14  0.118
H 3.53 4.95 -3.79  0.124
H 1.68 3.56 -4.40  0.120
H 1.00 4.78 -3.35  0.128
H 1.82 3.75 -0.77  0.115
H -1.49 4.45 0.73  0.071
H 2.22 4.37 1.28  -0.036
H 0.74 3.83 2.89  -0.041
H 1.63 6.68 1.91  -0.114
H -0.23 1.53 -1.19  0.136
H 0.16 -0.16 -2.18  0.073
H 1.34 -1.47 -2.22  0.068
H 0.32 -1.26 -0.82  0.060
H 3.58 -1.05 -0.70  0.065
H 3.51 -0.16 -2.23  0.089
H 3.94 0.65 -0.69  0.056
C -2.94 -0.31 0.38  0.067
N -2.95 -1.55 -0.44  -0.428
O -1.90 -1.94 -0.90  0.060
O -4.03 -2.10 -0.60  0.037
H -1.92 0.07 0.43  0.091
H -3.59 0.41 -0.11  0.109
H -3.31 -0.57 1.36  0.072
C -6.86 -3.70 -0.93  0.039
N -7.86 -2.79 -0.32  -0.448
O -7.96 -1.67 -0.76  0.071
O -8.53 -3.24 0.59  0.040
H -6.34 -3.17 -1.72  0.090
H -6.17 -4.00 -0.15  0.059
H -7.39 -4.56 -1.33  0.100
C -5.64 -3.38 3.72  0.047
N -4.76 -3.32 2.53  -0.411
O -3.85 -2.51 2.53  0.053
O -5.00 -4.09 1.62  0.057
H -5.30 -2.65 4.44  0.094
H -6.65 -3.18 3.40  0.102
H -5.55 -4.39 4.13  0.085
C 5.06 -3.88 -2.11  0.043
N 5.83 -2.63 -2.39  -0.448
O 5.82 -1.77 -1.53  0.061
O 6.40 -2.57 -3.45  0.057
H 4.61 -3.79 -1.13  0.092
H 4.31 -3.98 -2.88  0.100
H 5.77 -4.71 -2.14  0.096
C -1.73 -3.61 5.10  0.054
N -2.47 -4.65 5.87  -0.443
O -1.85 -5.35 6.63  0.078
O -3.67 -4.74 5.66  0.043
H -0.69 -3.65 5.39  0.095
H -1.86 -3.82 4.05  0.095
H -2.17 -2.65 5.36  0.104



Computed, not measured: a structure of composition CH8NaO7, with ωB97M-V/def2-TZVPD.

Results
2S+1 = 1
calculated total energy = -731.9482 Ha
HOMO level = -1.7 eV
lowest unoccupied orbital energy = 1.594 eV
gap between HOMO and LUMO = 3.268 eV
net charge = -1

Last column: Löwdin charge in e.
Cartesian coordinates (Å):
Na -0.16 -0.27 -0.18  0.449
C -2.54 1.39 -0.01  -0.982
O -2.53 0.08 -0.24  -0.266
O -3.62 1.95 0.35  -0.171
O -1.40 2.04 -0.15  -0.230
O -0.09 -0.31 -2.62  -0.044
H -0.85 -0.20 -3.19  0.063
H 0.59 0.25 -3.00  0.045
O 2.19 0.60 -0.37  -0.025
H 2.90 1.23 -0.55  0.054
H 2.44 -0.20 -0.85  0.038
O 1.59 -2.34 1.03  -0.035
H 0.76 -2.45 1.51  0.043
H 1.56 -3.01 0.34  0.047
O 0.05 0.60 2.73  -0.051
H -0.09 -0.35 2.70  0.010
H -0.81 0.99 2.49  0.053



Computed, not measured: a structure of composition C15H11EuINO3P, with ωB97M-V/def2-TZVPD.

Results
2S+1 = 8
calculated total energy = -2207.0747 Ha
HOMO level (alpha / beta) = -11.9 / -11.9 eV
lowest unoccupied orbital energy (alpha / beta) = -9.677 / -9.453 eV
gap between HOMO and LUMO (alpha / beta) = 2.254 / 2.478 eV
net charge = +2

Last column: Löwdin charge in e.
Cartesian coordinates (Å):
N 3.90 -2.95 1.04  -0.155
C 4.45 -1.71 0.32  -0.216
C 3.17 -0.72 0.18  -0.172
C 2.86 0.30 1.34  -0.047
C 1.62 1.23 1.27  0.033
C 0.72 1.11 0.03  0.001
C 1.03 0.10 -1.15  0.002
C 2.27 -0.83 -1.11  0.058
C -0.06 0.09 -2.35  -0.253
O 0.24 0.14 -3.56  0.096
C -1.58 0.07 -1.79  -0.039
C -2.68 -0.89 -2.31  0.027
C -4.10 -0.82 -1.62  -0.012
C -4.40 0.23 -0.48  -0.014
C -3.29 1.19 0.04  -0.336
P -3.49 2.46 1.41  0.452
O -4.98 3.23 1.03  -0.397
I -3.71 1.48 3.63  0.342
C -1.89 1.08 -0.62  -0.054
C -0.64 1.98 -0.12  -0.273
O -0.71 3.21 0.13  0.059
H 3.44 -2.64 1.92  -0.025
H 3.11 -3.34 0.48  0.135
H 4.82 -2.05 -0.71  0.154
H 5.28 -1.27 0.99  0.073
H 3.52 0.36 2.29  0.068
H 1.32 1.98 2.08  0.131
H 2.49 -1.55 -1.97  0.126
H -2.44 -1.64 -3.13  0.112
H -4.89 -1.56 -1.98  0.106
H -5.44 0.24 -0.01  0.115
H -4.97 4.06 1.58  0.055
Eu 5.04 -2.56 3.13  1.846



Computed, not measured: a cluster of 2 separate species, CH5OS in total, with ωB97M-V/def2-TZVPD.

Results
2S+1 = 1
calculated total energy = -514.5462 Ha
HOMO level = -2.7 eV
lowest unoccupied orbital energy = 4.009 eV
gap between HOMO and LUMO = 6.685 eV
net charge = -1

Last column: Löwdin charge in e.
Cartesian coordinates (Å):
S -1.49 1.51 2.23  -0.327
H -2.54 1.26 1.44  -0.487
C 0.77 -0.46 -0.96  -0.201
O 0.39 -1.05 0.27  -0.167
H 1.60 -1.05 -1.37  0.062
H -0.06 -0.39 -1.67  0.066
H 1.20 0.53 -0.80  0.070
H 0.13 -0.34 0.88  -0.016



Computed, not measured: an isolated molecule of C20H16N8, with ωB97M-V/def2-TZVPD.

Results
2S+1 = 1
calculated total energy = -1209.8044 Ha
HOMO level = -7.4 eV
lowest unoccupied orbital energy = -0.008 eV
SMILES string = Cc1nc(N)nc(-c2c(Nc3ccc4ncccc4c3)nc3ccccn23)n1
gap between HOMO and LUMO = 7.351 eV

Last column: Löwdin charge in e.
Cartesian coordinates (Å):
N -1.72 -1.62 1.00  0.165
N -1.62 0.21 -3.27  0.164
N -0.37 1.44 -1.74  0.154
N -0.62 2.22 -3.85  0.171
N 3.74 -0.05 4.93  0.118
C -2.53 -2.21 0.16  -0.274
C -3.65 -3.13 0.48  0.018
C -4.44 -3.52 -0.60  -0.068
C -4.17 -3.09 -1.99  -0.072
C -3.16 -2.23 -2.22  -0.030
C -1.40 -0.67 -1.02  -0.055
C -0.99 -0.70 0.26  -0.231
C -1.04 0.31 -2.07  -0.197
C -1.42 1.18 -4.10  -0.461
C -0.24 2.37 -2.57  -0.404
C 4.90 0.59 4.69  -0.157
C 0.69 -0.89 3.02  -0.003
C 5.15 1.34 3.60  -0.077
C 0.94 -0.17 1.83  -0.229
C 1.68 -0.85 3.97  -0.013
C 4.34 1.28 2.46  -0.008
C 2.13 0.56 1.66  0.019
C 2.89 -0.10 3.87  -0.220
C 3.14 0.63 2.64  -0.179
N -2.31 -1.80 -1.15  0.079
N -1.89 0.98 -5.38  0.130
N 0.04 0.06 0.82  0.110
C 0.46 3.66 -2.17  0.003
H -4.09 -3.26 1.49  0.112
H -5.36 -4.12 -0.44  0.107
H -4.87 -3.34 -2.76  0.091
H -2.93 -1.78 -3.18  0.097
H 5.65 0.51 5.40  0.080
H -0.32 -1.30 3.08  0.102
H 6.14 1.80 3.57  0.107
H 1.52 -1.38 4.93  0.117
H 4.71 1.75 1.59  0.100
H 2.33 1.20 0.78  0.122
H -1.34 1.38 -6.16  0.115
H -2.06 0.01 -5.55  0.080
H 0.28 0.85 0.22  0.100
H 1.31 3.46 -1.52  0.076
H 0.82 4.17 -3.02  0.052
H -0.33 4.24 -1.69  0.089



Computed, not measured: an isolated molecule of C18H26N4O4S2, with ωB97M-V/def2-TZVPD.

Results
2S+1 = 1
calculated total energy = -2017.8206 Ha
HOMO level = -8.2 eV
lowest unoccupied orbital energy = -0.001 eV
SMILES string = COc1ccc(N(CC(C)C)S(=O)(=O)c2nnc(NC(=O)CC(C)C)s2)cc1
gap between HOMO and LUMO = 8.242 eV

Last column: Löwdin charge in e.
Cartesian coordinates (Å):
C -0.67 0.55 -5.37  -0.091
H 0.06 1.33 -5.11  0.095
O -1.38 0.11 -4.24  -0.083
C -0.69 -0.48 -3.23  -0.276
C -1.44 -0.91 -2.14  0.020
C -0.85 -1.53 -1.06  -0.037
C 0.53 -1.72 -1.04  -0.281
C 1.29 -1.27 -2.11  -0.009
C 0.69 -0.67 -3.21  -0.015
H 1.31 -0.35 -4.02  0.103
H 2.36 -1.39 -2.11  0.114
N 1.16 -2.28 0.09  -0.185
S 0.48 -2.10 1.58  0.619
O -0.80 -2.73 1.73  -0.253
O 1.49 -2.39 2.55  -0.284
C 0.27 -0.33 1.57  -0.649
N -0.78 0.34 1.30  0.014
N -0.62 1.65 1.30  0.013
C 0.59 2.03 1.57  -0.571
N 1.06 3.29 1.65  0.111
C 0.44 4.53 1.47  -0.449
O 1.13 5.51 1.59  0.102
C -1.02 4.56 1.15  -0.096
H -1.36 3.58 0.81  0.095
H -1.18 5.31 0.38  0.132
C -1.83 4.97 2.40  -0.412
C -3.30 5.10 2.03  -0.076
H -3.88 5.42 2.89  0.077
H -3.44 5.83 1.23  0.077
H -3.68 4.14 1.68  0.085
C -1.65 3.96 3.53  -0.070
H -0.62 3.93 3.86  0.077
H -2.27 4.23 4.38  0.079
H -1.94 2.97 3.19  0.073
H -1.46 5.95 2.74  0.138
H 2.05 3.38 1.88  0.148
S 1.68 0.65 1.87  1.114
C 2.18 -3.31 -0.02  -0.170
H 2.93 -3.11 0.76  0.122
C 1.60 -4.71 0.19  -0.415
C 2.73 -5.74 0.20  -0.069
H 3.45 -5.51 0.99  0.079
H 2.34 -6.73 0.38  0.079
H 3.26 -5.74 -0.75  0.082
C 0.58 -5.05 -0.89  -0.053
H 0.20 -6.06 -0.75  0.081
H -0.26 -4.36 -0.85  0.068
H 1.03 -4.99 -1.88  0.087
H 1.10 -4.72 1.16  0.124
H 2.65 -3.24 -1.00  0.127
H -1.45 -1.86 -0.23  0.097
H -2.51 -0.76 -2.16  0.124
H -1.42 0.97 -6.05  0.093
H -0.15 -0.27 -5.88  0.095



Computed, not measured: a structure of composition FH2NO, with ωB97M-V/def2-TZVPD.

Results
2S+1 = 1
calculated total energy = -230.8941 Ha
HOMO level (alpha / beta) = -11.2 / -11.2 eV
lowest unoccupied orbital energy (alpha / beta) = -0.216 / -0.215 eV
gap between HOMO and LUMO (alpha / beta) = 10.951 / 10.950 eV

Last column: Löwdin charge in e.
Cartesian coordinates (Å):
N 0.53 -0.19 -0.01  0.025
O -0.63 -0.72 0.00  -0.039
F -1.68 0.52 0.00  -0.231
H 0.88 0.20 0.88  0.137
H 0.90 0.18 -0.86  0.109



Computed, not measured: a cluster of 2 separate species, C4H11N3O2 in total, with ωB97M-V/def2-TZVPD.

Results
2S+1 = 1
calculated total energy = -473.7230 Ha
HOMO level = -9.0 eV
lowest unoccupied orbital energy = 0.754 eV
SMILES string = CN=C(N)N.CC(=O)O
gap between HOMO and LUMO = 9.785 eV

Last column: Löwdin charge in e.
Cartesian coordinates (Å):
C 3.58 -0.77 -0.41  0.002
C 2.53 -0.11 0.36  -0.692
O 1.62 -0.92 0.69  0.107
O 2.53 1.07 0.66  0.060
H 4.50 -0.19 -0.12  0.119
H 3.48 -0.54 -1.42  0.065
H 3.64 -1.87 -0.32  0.103
C -1.88 -1.06 1.28  -0.148
C -1.77 0.72 -0.47  -0.432
N -1.38 0.14 0.63  -0.015
N -0.96 1.91 -0.90  0.138
N -2.78 0.50 -1.36  0.135
H 0.76 -0.59 1.20  0.168
H -1.60 -0.85 2.41  0.110
H -1.38 -1.94 1.06  0.034
H -0.04 1.87 -0.63  0.031
H -1.35 2.73 -0.84  -0.012
H -3.59 -0.04 -1.10  0.094
H -2.99 1.26 -1.98  0.089
H -2.91 -1.30 1.24  0.044



Computed, not measured: a structure of composition C16H14BF5MnN6, with ωB97M-V/def2-TZVPD.

Results
2S+1 = 6
calculated total energy = -2621.8839 Ha
HOMO level (alpha / beta) = -8.5 / -8.9 eV
lowest unoccupied orbital energy (alpha / beta) = 0.565 / 0.293 eV
gap between HOMO and LUMO (alpha / beta) = 9.094 / 9.229 eV

Last column: Löwdin charge in e.
Cartesian coordinates (Å):
H 1.17 3.58 -0.10  0.114
N 0.79 1.99 -1.46  -0.074
B 0.34 0.55 -3.51  -0.464
N 0.74 1.90 -2.84  -0.005
C 1.02 3.11 -3.36  -0.060
Mn 0.55 0.41 -0.32  0.887
H 1.03 3.24 -4.43  0.124
C 1.24 4.01 -2.32  -0.054
H 1.48 5.05 -2.39  0.091
C 1.09 3.27 -1.13  -0.093
H 0.31 0.63 -4.70  0.115
C -1.78 -2.71 2.29  -0.045
H -1.32 -3.53 2.84  0.019
H -0.99 -2.11 1.81  -0.004
H -2.45 -3.10 1.53  0.016
N -1.06 0.17 -2.90  -0.022
N 1.30 -0.57 -3.01  -0.010
N -1.22 0.05 -1.53  -0.036
N 1.40 -0.84 -1.66  -0.061
C -2.21 -0.15 -3.51  -0.072
C 2.02 -1.48 -3.69  -0.061
H -2.26 -0.12 -4.60  0.124
H 2.07 -1.44 -4.77  0.123
C -3.15 -0.48 -2.54  -0.064
C 2.59 -2.37 -2.78  -0.053
C -2.50 -0.34 -1.31  -0.110
C 2.18 -1.93 -1.51  -0.099
H -4.17 -0.78 -2.71  0.088
H 3.21 -3.21 -2.99  0.089
H -2.87 -0.51 -0.31  0.106
H 2.38 -2.35 -0.53  0.114
H -2.32 -2.05 2.96  0.015
F 3.72 0.67 -0.13  0.043
C 3.16 0.64 1.12  -0.231
C 1.77 0.56 1.26  -0.127
C 1.29 0.60 2.57  -0.244
F -0.06 0.59 2.81  0.031
C 2.14 0.66 3.69  -0.142
F 1.63 0.68 4.93  0.097
C 3.52 0.69 3.51  -0.131
F 4.35 0.71 4.56  0.108
C 4.04 0.69 2.21  -0.140
F 5.37 0.72 2.01  0.099